C2H3NOS in the gas phase, computed with ωB97M-V/def2-TZVPD.

The value obtained for the energy relative to the best compared isomer or geometry (same formula, charge and spin) is 286.52 kJ/mol.

Last columns: bonded neighbours and bond lengths (Å).
Element x y z (Å)
1 C -0.71 -0.94 1.34  O4 1.163, S5 1.609
2 C 0.36 0.64 -0.78  N3 1.435, H6 1.096, H7 1.095, H8 1.091
3 N 0.80 -0.30 0.21  C2 1.435, S5 1.720
4 O -1.27 -0.29 2.12  C1 1.163
5 S 0.00 -1.83 0.20  C1 1.609, N3 1.720
6 H 0.34 0.22 -1.80  C2 1.096
7 H -0.62 1.06 -0.54  C2 1.095
8 H 1.10 1.45 -0.75  C2 1.091

***

A 2-piece molecular cluster, C4H9NO3S overall, computed with ωB97M-V/def2-TZVPD.

The value obtained for the energy relative to the best compared isomer or geometry (same formula, charge and spin) is 442.98 kJ/mol.

Last columns: bonded neighbours and bond lengths (Å).
Element x y z (Å)
1 C 4.34 0.93 0.62  S9 1.655, H10 1.076, H11 1.076
2 C 0.65 0.39 -0.24  C4 1.543, N5 1.301, O6 1.229
3 C -2.75 -1.04 -0.05  O8 1.404, H12 1.096, H13 1.097, H14 1.089
4 C -0.89 0.37 -0.34  C2 1.543, O8 1.405, H15 1.100, H16 1.101
5 N 1.20 -0.67 0.28  C2 1.301, H17 1.005
6 O 1.31 1.36 -0.62  C2 1.229
7 O 4.20 -1.55 -0.21  S9 1.439
8 O -1.36 -0.90 0.03  C3 1.404, C4 1.405
9 S 3.54 -0.28 -0.16  C1 1.655, O7 1.439, H18 1.385
10 H 4.87 0.68 1.53  C1 1.076
11 H 3.82 1.88 0.61  C1 1.076
12 H -3.11 -0.90 -1.08  C3 1.096
13 H -3.27 -0.33 0.61  C3 1.097
14 H -2.97 -2.06 0.28  C3 1.089
15 H -1.18 0.63 -1.37  C4 1.100
16 H -1.28 1.15 0.34  C4 1.101
17 H 0.67 -1.50 0.47  N5 1.005
18 H 3.37 0.19 -1.46  S9 1.385

***

F_max (Eh/bohr)
0.028; 0.057